{
  "formula": "C5H31N3O10",
  "method": "ωB97M-V/def2-TZVPD",
  "species": ["C", "C", "C", "C", "N", "C", "N", "N", "H", "H", "H", "H", "H", "H", "H", "H", "H", "H", "H", "H", "H", "O", "H", "H", "O", "H", "H", "O", "H", "H", "O", "H", "H", "O", "H", "H", "O", "H", "H", "O", "H", "H", "O", "H", "H", "O", "H", "H", "O"],
  "positions_angstrom": [[0.09027, -0.37816, -3.23277], [-1.22723, -0.80043, -2.63982], [-1.22024, -0.88981, -1.11090], [-0.76347, -1.91147, -0.35477], [-1.23793, -1.75690, 0.91623], [-1.94551, -0.61655, 0.86847], [-1.96005, -0.03119, -0.32537], [0.42841, 0.94658, -2.62495], [0.95277, -1.13038, -3.12133], [-0.07161, -0.20492, -4.30910], [-2.03007, -0.09850, -2.91467], [-1.36638, -1.88358, -3.03914], [0.16231, -2.51934, -0.46859], [-0.92515, -2.17859, 1.78880], [-2.42876, -0.25314, 1.78953], [-2.25382, 0.91206, -0.57679], [0.84960, 0.84384, -1.63966], [1.24180, 1.45486, -3.12061], [-0.43717, 1.60202, -2.59641], [3.36551, 1.74682, -1.67719], [2.64362, 3.03576, -1.95269], [2.46760, 2.08722, -1.88508], [0.13295, 1.49119, 1.37810], [1.59612, 1.49918, 1.34802], [0.87309, 1.36989, 0.74611], [3.80257, -3.06991, 0.30566], [2.78484, -3.88741, 0.81472], [2.87045, -2.97020, 0.57757], [2.10192, -0.44540, 2.61691], [2.98843, 0.62271, 3.52530], [2.71536, 0.29507, 2.66994], [-2.58145, -3.49356, 3.06384], [-3.21878, -3.63691, 1.65307], [-2.80782, -2.99386, 2.23070], [1.52926, -2.86753, 3.44599], [2.81212, -2.34469, 2.71479], [1.85003, -2.33795, 2.70389], [-2.92523, 3.12582, 1.14219], [-3.62795, 2.91495, -0.18563], [-3.03816, 2.50501, 0.42891], [2.45403, -1.55944, -0.42962], [1.96307, -0.15252, -0.04503], [1.83402, -0.82228, -0.69290], [-2.27928, 3.49099, -3.14473], [-2.13703, 3.81321, -1.59528], [-1.97017, 3.19987, -2.29653], [-0.74816, 3.50700, 2.77428], [-0.50877, 2.23929, 3.68027], [-0.79993, 2.53126, 2.79624]],
  "largest_force_ev_per_a": 3.5,
  "homo_lumo_gap_ev": 10.184,
  "total_charge": 2
}



{
  "formula": "C60H144N2O36P6",
  "method": "ωB97M-V/def2-TZVPD",
  "species": ["C", "C", "N", "C", "C", "C", "C", "H", "H", "H", "H", "H", "H", "H", "H", "H", "H", "H", "H", "H", "H", "H", "C", "C", "N", "C", "C", "C", "C", "H", "H", "H", "H", "H", "H", "H", "H", "H", "H", "H", "H", "H", "H", "H", "C", "C", "O", "P", "O", "O", "C", "C", "O", "C", "C", "H", "H", "H", "H", "H", "H", "H", "H", "H", "H", "H", "H", "H", "H", "H", "C", "C", "O", "P", "O", "O", "C", "C", "O", "C", "C", "H", "H", "H", "H", "H", "H", "H", "H", "H", "H", "H", "H", "H", "H", "H", "C", "C", "O", "P", "O", "O", "C", "C", "O", "C", "C", "H", "H", "H", "H", "H", "H", "H", "H", "H", "H", "H", "H", "H", "H", "H", "C", "C", "O", "P", "O", "O", "C", "C", "O", "C", "C", "H", "H", "H", "H", "H", "H", "H", "H", "H", "H", "H", "H", "H", "H", "H", "C", "C", "O", "P", "O", "O", "C", "C", "O", "C", "C", "H", "H", "H", "H", "H", "H", "H", "H", "H", "H", "H", "H", "H", "H", "H", "C", "C", "O", "P", "O", "O", "C", "C", "O", "C", "C", "H", "H", "H", "H", "H", "H", "H", "H", "H", "H", "H", "H", "H", "H", "H", "C", "O", "C", "O", "O", "C", "H", "H", "H", "H", "H", "H", "C", "O", "C", "O", "O", "C", "H", "H", "H", "H", "H", "H", "C", "O", "C", "O", "O", "C", "H", "H", "H", "H", "H", "H", "C", "O", "C", "O", "O", "C", "H", "H", "H", "H", "H", "H"],
  "positions_angstrom": [[32.70204, -13.88141, -10.50689], [32.32253, -12.37620, -10.33553], [32.49551, -11.77436, -9.00049], [31.77895, -12.58211, -8.02688], [30.29910, -12.66606, -8.21156], [32.12420, -10.39124, -8.92928], [33.12108, -9.39691, -9.45912], [33.69829, -14.08157, -10.11253], [32.51430, -14.14985, -11.54650], [32.06636, -14.50312, -9.87644], [32.87180, -11.75611, -11.04398], [31.30088, -12.26369, -10.69840], [32.21516, -13.58090, -8.04249], [31.93355, -12.40332, -6.96282], [29.87889, -11.92588, -8.89248], [30.03620, -13.71997, -8.30246], [29.85518, -12.32645, -7.27577], [31.97527, -10.19614, -7.86727], [31.26341, -10.14433, -9.55069], [34.03006, -9.53838, -8.87443], [32.72024, -8.40590, -9.24624], [33.36255, -9.46776, -10.51967], [21.60095, -7.34250, -7.56746], [21.97159, -8.01118, -6.18931], [22.73792, -7.13302, -5.23924], [24.19993, -7.48438, -5.06901], [24.93623, -7.49805, -6.27824], [22.24083, -6.83446, -3.87436], [20.94958, -6.11047, -3.72672], [20.81616, -6.60127, -7.41657], [21.15588, -8.12220, -8.18559], [22.46458, -6.89621, -8.06049], [20.97943, -8.29142, -5.83552], [22.58431, -8.89363, -6.37361], [24.64735, -6.77172, -4.37615], [24.29390, -8.50648, -4.70217], [25.27008, -6.50126, -6.56642], [25.92901, -7.93835, -6.18541], [24.50615, -7.96700, -7.16323], [22.92549, -6.24490, -3.26462], [22.18397, -7.75544, -3.29414], [20.65299, -6.11245, -2.67785], [20.12568, -6.63490, -4.21073], [21.20238, -5.11114, -4.08106], [19.52566, -11.53350, -5.62584], [20.14365, -12.71045, -6.43931], [21.43865, -12.23491, -6.91141], [21.55294, -11.73612, -8.46982], [20.26047, -11.24262, -9.07436], [22.86980, -10.79280, -8.45256], [24.13910, -11.20681, -7.83801], [25.34396, -10.47685, -8.49264], [22.02545, -13.07743, -9.31072], [22.84517, -12.80386, -10.40819], [22.92591, -14.07057, -11.23697], [18.48547, -11.73850, -5.37270], [20.00617, -11.34784, -4.66524], [19.58107, -10.59501, -6.17745], [20.26444, -13.70018, -5.99892], [19.50010, -12.87540, -7.30345], [24.08578, -11.16155, -6.75026], [24.46185, -12.23883, -7.97532], [25.61995, -10.60748, -9.53900], [25.28717, -9.38834, -8.49091], [26.19424, -10.71225, -7.85254], [22.54276, -11.99660, -11.07526], [23.79817, -12.35735, -10.12445], [23.41751, -14.05186, -12.20964], [23.42431, -14.85190, -10.66319], [21.92264, -14.41908, -11.48208], [33.71676, -6.63606, -17.95450], [34.04175, -8.07382, -18.17603], [33.28102, -8.92872, -17.29859], [33.47414, -8.89795, -15.70646], [34.67811, -8.29666, -15.09393], [32.00579, -8.20773, -15.26328], [32.01551, -7.09819, -14.35238], [31.08271, -7.47949, -13.30040], [33.23342, -10.41997, -15.20244], [33.53216, -10.80156, -13.86630], [34.79284, -11.70232, -13.75992], [34.44898, -6.03715, -18.49604], [32.80061, -6.20619, -18.35944], [33.71447, -6.35759, -16.90067], [33.77084, -8.38765, -19.18411], [35.06788, -8.43562, -18.11088], [33.01535, -6.76717, -14.07158], [31.51531, -6.28384, -14.87653], [30.94625, -6.71668, -12.53386], [30.09801, -7.57602, -13.75775], [31.57631, -8.27041, -12.73569], [33.64575, -9.86313, -13.32356], [32.63274, -11.28397, -13.48365], [35.61286, -11.12494, -14.18689], [35.14837, -12.00013, -12.77350], [34.62619, -12.60125, -14.35341], [28.11903, -15.52794, -15.55568], [28.37366, -16.15163, -14.11472], [29.21751, -15.33013, -13.34583], [28.68782, -14.78684, -11.92388], [29.47354, -13.60860, -11.38473], [28.55781, -16.12832, -11.03231], [27.83820, -16.01719, -9.81261], [28.58721, -17.05080, -8.94701], [27.19892, -14.33328, -12.30442], [26.83999, -13.06224, -12.66170], [26.89474, -12.00151, -11.56653], [27.25199, -16.11852, -15.85157], [27.83114, -14.47795, -15.50318], [28.92208, -15.81781, -16.23330], [27.42254, -16.48795, -13.70196], [28.87638, -17.08624, -14.36349], [28.13154, -15.09363, -9.31354], [26.75609, -16.07945, -9.92775], [28.02880, -17.98186, -9.04413], [29.67400, -17.08955, -9.02096], [28.42619, -16.78435, -7.90242], [27.51828, -12.67000, -13.41943], [25.85622, -13.18942, -13.11353], [26.09789, -11.32655, -11.87885], [26.63947, -12.48724, -10.62473], [27.84525, -11.51290, -11.35232], [23.91358, -12.59655, -16.60590], [25.19077, -11.84897, -16.27246], [24.96233, -10.41380, -16.24325], [26.12889, -9.49665, -15.42958], [26.72786, -10.10489, -14.17577], [27.24380, -9.22588, -16.57324], [28.57209, -8.85789, -16.23136], [28.72507, -7.31427, -16.42400], [25.40165, -8.09430, -15.29754], [25.06351, -7.27348, -16.31493], [24.05632, -6.19857, -15.81850], [23.12070, -12.31041, -15.91486], [23.43330, -12.15919, -17.48121], [23.96329, -13.66033, -16.83827], [25.61594, -12.25453, -15.35439], [26.00173, -11.83966, -17.00072], [28.88165, -9.19727, -15.24288], [29.20579, -9.47443, -16.86886], [28.17748, -6.92723, -15.56467], [29.77313, -7.02110, -16.48503], [28.15035, -6.94885, -17.27504], [25.96148, -6.76594, -16.66727], [24.61530, -7.84035, -17.13094], [24.24726, -6.08447, -14.75145], [24.11143, -5.21986, -16.29515], [23.08187, -6.66009, -15.97836], [26.83438, -15.45556, -1.22649], [25.90138, -14.42981, -1.91454], [26.46730, -13.18035, -1.94549], [25.65195, -11.85720, -2.45426], [26.02461, -11.31785, -3.79717], [24.11108, -12.20378, -2.11560], [23.13957, -11.20216, -1.94831], [22.72948, -10.56521, -3.28332], [26.07359, -10.85412, -1.22418], [27.37616, -10.34174, -1.07353], [27.45861, -9.91009, 0.42258], [26.33100, -16.42235, -1.23094], [27.72497, -15.62909, -1.83053], [27.10626, -15.12898, -0.22274], [25.80026, -14.81571, -2.92892], [24.93275, -14.28867, -1.43504], [22.25233, -11.65784, -1.50871], [23.33596, -10.49819, -1.13963], [22.18617, -11.25433, -3.92988], [21.97070, -9.79491, -3.14554], [23.67055, -10.24767, -3.73236], [28.13850, -11.02381, -1.45000], [27.48110, -9.44627, -1.68608], [28.34911, -9.28593, 0.49701], [26.71468, -9.18962, 0.76256], [27.52049, -10.81729, 1.02363], [29.02347, -9.23382, -4.91600], [28.83817, -9.90508, -6.29785], [27.98256, -9.07174, -6.98221], [28.70266, -8.08795, -8.09008], [27.95012, -6.81575, -8.36586], [30.20075, -7.96373, -7.60331], [30.75828, -6.69308, -7.40704], [30.17919, -5.79849, -6.36003], [28.69421, -9.10743, -9.35094], [29.19070, -8.83675, -10.72580], [28.10088, -8.50474, -11.76274], [28.07443, -8.84861, -4.54313], [29.39693, -10.00031, -4.23695], [29.67120, -8.35886, -4.86124], [29.86956, -9.97830, -6.64276], [28.31513, -10.85112, -6.15809], [31.83226, -6.76433, -7.23501], [30.57145, -6.14328, -8.32950], [29.13755, -5.48911, -6.44588], [30.15067, -6.16274, -5.33308], [30.75896, -4.88710, -6.50611], [29.87785, -7.99120, -10.75706], [29.69815, -9.68897, -11.17783], [27.31142, -9.24881, -11.65679], [27.73157, -7.49491, -11.58402], [28.46922, -8.69259, -12.77128], [29.71379, 0.26857, -10.28500], [28.68378, -0.73008, -10.18487], [28.98383, -1.94287, -9.81677], [30.10061, -2.36978, -9.49253], [27.77608, -2.66797, -9.79710], [27.83021, -3.98974, -9.30371], [30.44837, -0.14058, -10.97860], [30.20574, 0.40947, -9.32258], [29.37134, 1.23404, -10.65741], [27.07625, -4.49759, -9.90515], [27.41812, -4.15042, -8.30748], [28.76714, -4.52031, -9.47323], [29.22097, -2.44104, -6.05053], [29.78925, -2.95902, -4.91651], [28.96512, -3.19195, -3.83592], [27.72634, -3.08329, -3.75510], [29.74272, -3.62033, -2.82705], [29.20633, -3.97048, -1.60980], [29.00120, -1.38541, -5.89097], [28.29582, -2.87573, -6.42904], [30.03662, -2.56299, -6.76322], [28.24852, -4.47467, -1.73821], [28.85290, -3.14783, -0.98817], [29.75399, -4.68363, -0.99368], [26.58157, -4.63733, -12.50492], [26.95909, -4.79088, -13.85382], [26.74176, -3.93425, -14.79138], [26.43764, -2.77526, -14.67582], [26.84965, -4.52461, -15.97036], [26.90344, -3.79794, -17.14367], [25.77527, -5.31371, -12.22124], [26.20932, -3.64796, -12.23905], [27.44962, -4.89997, -11.90027], [27.88205, -3.74099, -17.62030], [26.70413, -2.74713, -16.93349], [26.14015, -4.02023, -17.88938], [29.82361, -12.94968, -3.52276], [31.20076, -12.85047, -3.98214], [32.15438, -12.34251, -3.12646], [31.92374, -11.94314, -1.94839], [33.35306, -12.20528, -3.81905], [34.24287, -11.18499, -3.40520], [29.03988, -13.01688, -4.27730], [29.46706, -12.04265, -3.03465], [29.66052, -13.66949, -2.72064], [34.66837, -11.44088, -2.43486], [33.79177, -10.19271, -3.40470], [35.08513, -11.21111, -4.09659]],
  "largest_force_ev_per_a": 4.8,
  "multiplicity": 2,
  "homo_lumo_gap_ev": [7.175, 2.883],
  "s_squared": 0.755,
  "total_charge": 1
}



{
  "formula": "C5H5N2O3",
  "method": "ωB97M-V/def2-TZVPD",
  "species": ["C", "C", "C", "C", "C", "N", "N", "O", "O", "O", "H", "H", "H", "H", "H"],
  "positions_angstrom": [[-1.38530, 1.85794, 0.17027], [0.44808, -0.34500, -0.00802], [-1.94682, -0.36412, -0.02525], [0.96755, 0.85591, -0.17872], [1.35660, -1.58863, 0.25763], [-2.17259, 0.81545, 0.24424], [-0.08365, 1.81597, -0.28252], [-2.53038, -1.37761, -0.20266], [2.12517, 1.32990, -0.27835], [0.72087, -2.79232, -0.19067], [-1.69833, 2.81195, 0.27073], [1.53374, -1.84589, 1.26880], [2.40812, -1.43757, -0.19516], [0.37254, 2.76070, -0.30117], [-0.11560, -2.49669, -0.54916]],
  "largest_force_ev_per_a": 6.2,
  "homo_lumo_gap_ev": [6.404, 6.401],
  "total_charge": -1
}



What did the first record say?
{
  "formula": "C5H31N3O10",
  "method": "ωB97M-V/def2-TZVPD",
  "species": ["C", "C", "C", "C", "N", "C", "N", "N", "H", "H", "H", "H", "H", "H", "H", "H", "H", "H", "H", "H", "H", "O", "H", "H", "O", "H", "H", "O", "H", "H", "O", "H", "H", "O", "H", "H", "O", "H", "H", "O", "H", "H", "O", "H", "H", "O", "H", "H", "O"],
  "positions_angstrom": [[0.09027, -0.37816, -3.23277], [-1.22723, -0.80043, -2.63982], [-1.22024, -0.88981, -1.11090], [-0.76347, -1.91147, -0.35477], [-1.23793, -1.75690, 0.91623], [-1.94551, -0.61655, 0.86847], [-1.96005, -0.03119, -0.32537], [0.42841, 0.94658, -2.62495], [0.95277, -1.13038, -3.12133], [-0.07161, -0.20492, -4.30910], [-2.03007, -0.09850, -2.91467], [-1.36638, -1.88358, -3.03914], [0.16231, -2.51934, -0.46859], [-0.92515, -2.17859, 1.78880], [-2.42876, -0.25314, 1.78953], [-2.25382, 0.91206, -0.57679], [0.84960, 0.84384, -1.63966], [1.24180, 1.45486, -3.12061], [-0.43717, 1.60202, -2.59641], [3.36551, 1.74682, -1.67719], [2.64362, 3.03576, -1.95269], [2.46760, 2.08722, -1.88508], [0.13295, 1.49119, 1.37810], [1.59612, 1.49918, 1.34802], [0.87309, 1.36989, 0.74611], [3.80257, -3.06991, 0.30566], [2.78484, -3.88741, 0.81472], [2.87045, -2.97020, 0.57757], [2.10192, -0.44540, 2.61691], [2.98843, 0.62271, 3.52530], [2.71536, 0.29507, 2.66994], [-2.58145, -3.49356, 3.06384], [-3.21878, -3.63691, 1.65307], [-2.80782, -2.99386, 2.23070], [1.52926, -2.86753, 3.44599], [2.81212, -2.34469, 2.71479], [1.85003, -2.33795, 2.70389], [-2.92523, 3.12582, 1.14219], [-3.62795, 2.91495, -0.18563], [-3.03816, 2.50501, 0.42891], [2.45403, -1.55944, -0.42962], [1.96307, -0.15252, -0.04503], [1.83402, -0.82228, -0.69290], [-2.27928, 3.49099, -3.14473], [-2.13703, 3.81321, -1.59528], [-1.97017, 3.19987, -2.29653], [-0.74816, 3.50700, 2.77428], [-0.50877, 2.23929, 3.68027], [-0.79993, 2.53126, 2.79624]],
  "largest_force_ev_per_a": 3.5,
  "homo_lumo_gap_ev": 10.184,
  "total_charge": 2
}